Entry from OMol25: a molecular structure, C34H53BBr2Cl3N6OScSi (ωB97M-V with the def2-TZVPD basis set).

The calculated total energy is -9335.05977 Ha. The value obtained for the HOMO energy is -7.389 eV. For the LUMO energy, the calculation gives 0.0117 hartree.

```
! RIJCOSX wB97M-V def2-TZVPD def2/J DEFGRID3
* xyz 0 1
Sc 0.312 0.143 -0.296
C -2.993 2.380 3.910
C -2.827 2.102 2.454
C -3.840 2.122 1.519
C -3.241 1.786 0.296
N -1.947 1.513 0.493
N -1.693 1.751 1.810
B -0.296 1.761 2.478
N 0.159 0.343 2.875
N 0.349 -0.703 2.016
C 0.599 -1.781 2.778
C 0.566 -1.410 4.128
C 0.298 -0.063 4.152
C 0.177 0.790 5.372
C 0.901 -3.220 2.390
C -0.278 -4.105 2.825
C 2.174 -3.652 3.142
C 1.168 -3.450 0.910
N 0.761 2.492 1.627
N 1.449 1.950 0.575
C 2.405 2.827 0.240
C 2.351 3.920 1.112
C 1.298 3.677 1.965
C 0.821 4.561 3.068
C 3.427 2.711 -0.867
C 3.178 1.519 -1.777
C 4.814 2.571 -0.218
C 3.383 3.990 -1.715
C -3.931 1.894 -1.054
C -5.074 2.919 -0.965
C -4.545 0.570 -1.529
C -2.925 2.404 -2.087
H -3.967 2.839 4.067
H -2.228 3.045 4.308
H -2.961 1.449 4.480
H -4.866 2.384 1.706
H -0.404 2.385 3.479
H 0.717 -2.048 4.982
H 0.589 0.242 6.218
H -0.865 1.016 5.595
H 0.716 1.730 5.272
H -0.554 -3.926 3.865
H -0.006 -5.157 2.713
H -1.152 -3.910 2.203
H 2.016 -3.724 4.217
H 2.979 -2.939 2.955
H 2.499 -4.631 2.781
H 0.370 -3.064 0.279
H 1.261 -4.521 0.721
H 2.105 -2.977 0.631
H 2.980 4.793 1.101
H 1.353 5.507 3.011
H 1.013 4.117 4.046
H -0.249 4.757 2.992
H 3.110 0.607 -1.196
H 4.003 1.411 -2.483
H 2.255 1.647 -2.345
H 4.860 1.671 0.399
H 5.044 3.434 0.409
H 5.581 2.494 -0.990
H 2.403 4.100 -2.184
H 4.139 3.934 -2.501
H 3.585 4.879 -1.117
H -5.906 2.560 -0.357
H -5.456 3.111 -1.969
H -4.721 3.862 -0.546
H -5.310 0.221 -0.831
H -3.795 -0.210 -1.660
H -5.032 0.726 -2.493
H -2.628 3.427 -1.849
H -2.030 1.787 -2.085
H -3.363 2.389 -3.086
Cl 4.524 -5.164 -3.942
C 3.689 -3.984 -2.988
C 2.338 -3.765 -3.191
C 1.698 -2.817 -2.421
Cl -0.013 -2.599 -2.592
C 2.352 -2.021 -1.458
O 1.728 -1.115 -0.749
C 3.708 -2.340 -1.258
Cl 4.547 -1.585 0.058
C 4.374 -3.292 -2.006
H 1.789 -4.332 -3.929
H 5.414 -3.503 -1.805
Br -2.774 -1.549 3.210
C -3.475 -1.530 1.426
Br -2.149 -1.983 0.071
H -3.818 -0.528 1.222
H -4.263 -2.268 1.357
C 1.213 0.265 -4.237
Si -0.148 0.803 -2.970
C -0.304 2.678 -3.447
C -1.691 -0.032 -3.814
H 0.792 0.240 -5.245
H 1.627 -0.725 -4.028
H 2.055 0.961 -4.255
H -1.166 2.853 -4.095
H 0.587 2.995 -3.995
H -0.409 3.333 -2.577
H -2.187 0.674 -4.485
H -2.443 -0.392 -3.106
H -1.376 -0.891 -4.408
*
```